Run i
Here is a 2-piece molecular cluster, C5H12N2 overall from the Open Molecules 2025 dataset. Energies are from the ωB97M-V functional and the def2-TZVPD basis.

```
19
C5H12N2 | the Open Molecules 2025 dataset | the ωB97M-V functional and the def2-TZVPD basis
C -1.02682 1.12349 1.30654
C 0.31802 0.25149 -0.75065
C 0.35579 0.55741 0.96347
N 1.43461 1.37719 1.02838
H 1.13782 2.34288 0.86637
H -1.21612 2.04986 0.75962
H -1.06811 1.34534 2.37557
H -1.82533 0.41527 1.07393
H 1.27178 -0.18816 -1.01425
H -0.52835 -0.45740 -0.91292
H 0.13709 1.19459 -1.25506
C 0.60310 -0.80800 1.60392
C -0.59525 -0.93069 -2.66945
N -0.18471 -2.02841 -3.04176
H 0.44855 -2.53789 -2.42169
H -1.27376 -0.28761 -3.23817
H 1.57805 -1.19251 1.30461
H 0.60497 -0.69853 2.69071
H -0.17135 -1.52831 1.33082
```

The value obtained for the lowest unoccupied orbital energy (spin up / spin down) is 0.0151 / -0.0009 Ha. Its net charge is 0. The calculation puts the molar mass at 100.2 g mol⁻¹. Its orbital gap (spin up / spin down) is 9.0 / 7.5 eV.

Atom charges from the Löwdin analysis, given in e for atoms 1 to 5:
1 C -0.0619
2 C -0.0414
3 C -0.7022
4 N 0.1266
5 H 0.0516

Run ii
Here is C5H12N2 as an isolated structure from the Open Molecules 2025 dataset. Energies are from the ωB97M-V functional and the def2-TZVPD basis.

```
19
C5H12N2 | the Open Molecules 2025 dataset | the ωB97M-V functional and the def2-TZVPD basis
C -2.61258 0.69065 1.08908
C -2.83266 -0.16167 -0.03366
C 0.67212 -0.01648 0.08186
C 3.39279 -0.07439 0.31699
C 1.93827 -0.04409 -0.93676
N 3.00682 -1.10572 -0.55303
N -2.36706 -0.18754 -1.31757
H -2.33741 1.68920 0.80069
H -1.85316 -0.24994 0.74238
H -2.82458 0.48084 2.08354
H -3.69733 -0.82834 0.24357
H -0.30074 0.09602 -0.47097
H 0.82343 0.76467 0.83712
H 4.39130 0.38915 0.19025
H 3.19033 -0.08124 1.33066
H 2.21792 0.95325 -1.26144
H 1.49859 -0.46960 -1.82940
H -2.96645 -0.83430 -1.87784
H 0.66039 -1.01048 0.56454
```

The value obtained for the lowest unoccupied orbital energy is -0.0089 Ha. Its net charge is 0. The calculation puts the molar mass at 100.2 g mol⁻¹. Its orbital gap is 7.2 eV.

Atom charges from the Löwdin analysis, given in e for atoms 1 to 5:
1 C 0.0046
2 C -0.4262
3 C -0.1067
4 C -0.0467
5 C -0.3069

Run iii
Here is a 2-piece molecular cluster, C5H12N2 overall from the Open Molecules 2025 dataset. Energies are from the ωB97M-V functional and the def2-TZVPD basis.

```
19
C5H12N2 | the Open Molecules 2025 dataset | the ωB97M-V functional and the def2-TZVPD basis
C -2.77911 0.63307 1.07032
C -1.60727 0.53671 0.17582
C -0.38193 0.85411 0.20106
N 0.44282 1.89705 0.58728
H -3.50527 -0.14275 0.81665
H -3.26662 1.60345 0.92790
H -2.49506 0.54845 2.12355
H 1.15930 1.66094 1.26066
H 0.78825 2.46560 -0.17494
C 0.77008 -1.87975 0.05872
N 0.57649 -0.69727 -0.77793
C 1.81115 -0.18030 -1.35741
H 1.25442 -1.58884 0.99696
H -0.20275 -2.31810 0.27387
H 1.37974 -2.62815 -0.44869
H -0.32210 -0.61085 -1.25894
H 2.46346 0.18322 -0.55558
H 1.56695 0.63474 -2.03646
H 2.34745 -0.97134 -1.88284
```

The value obtained for the lowest unoccupied orbital energy is 0.0295 Ha. Its net charge is 0. The calculation puts the molar mass at 100.2 g mol⁻¹. As for the SMILES: CC#CN.CNC. Its orbital gap is 7.4 eV.

Atom charges from the Löwdin analysis, given in e for atoms 1 to 5:
1 C -0.1547
2 C -0.1306
3 C -0.2470
4 N 0.0702
5 H 0.0459

Run iv
Here is one molecule with the formula C5H12N2 from the Open Molecules 2025 dataset. Energies are from the ωB97M-V functional and the def2-TZVPD basis.

```
19
C5H12N2 | the Open Molecules 2025 dataset | the ωB97M-V functional and the def2-TZVPD basis
C 1.01371 1.25802 1.07235
C 1.65506 0.45837 -0.17260
C 1.07314 -0.87797 -0.44963
C -0.41125 -0.84322 -0.29540
N -0.85481 -1.70587 0.67846
C -1.11172 0.09317 -1.03936
N -2.50131 0.43052 -0.67448
H -0.09228 1.46551 0.67384
H 1.39599 2.42067 1.13838
H 0.98550 0.56213 1.92771
H 2.76963 0.57650 0.06533
H 1.51522 1.05231 -1.05004
H 1.28655 -1.21299 -1.42031
H 1.61497 -1.51156 0.27545
H -0.45504 -2.57904 0.64642
H -1.79711 -1.72416 1.08584
H -0.55884 0.65834 -1.77635
H -2.80659 0.11072 0.31333
H -2.72080 1.36856 -0.99892
```

The value obtained for the lowest unoccupied orbital energy is 0.0379 Ha. Its net charge is 0. The calculation puts the molar mass at 100.2 g mol⁻¹. As for the SMILES: CCC/C(N)=C/N. Its orbital gap is 8.0 eV.

Atom charges from the Löwdin analysis, given in e for atoms 1 to 5:
1 C -0.1094
2 C -0.2868
3 C -0.2088
4 C -0.3990
5 N 0.1047

The data favor run iv; the next most stable structure lies 2.135 eV above it.

Run i
Here is one molecule with the formula CH3NS2 from the Open Molecules 2025 dataset. Energies are from the ωB97M-V functional and the def2-TZVPD basis.

```
7
CH3NS2 | the Open Molecules 2025 dataset | the ωB97M-V functional and the def2-TZVPD basis
N -0.50249 -1.20912 -0.35966
S -0.82486 0.50774 -0.30767
C 0.66712 1.13184 0.45214
S 0.99445 2.69372 0.88601
H -1.32994 -1.78718 -0.04817
H -0.20350 -1.54139 -1.32683
H 1.19920 0.20440 0.70417
```

The value obtained for the lowest unoccupied orbital energy is -0.0107 Ha. Its net charge is 0. The calculation puts the molar mass at 93.2 g mol⁻¹. As for the SMILES: NSC=S. Its orbital gap is 8.5 eV.

Atom charges from the Löwdin analysis, given in e for atoms 1 to 5:
1 N -0.3735
2 S 0.7615
3 C -1.0386
4 S 0.5497
5 H 0.0459

Run ii
Here is a 2-piece molecular cluster, CH3NS2 overall from the Open Molecules 2025 dataset. Energies are from the ωB97M-V functional and the def2-TZVPD basis.

```
7
CH3NS2 | the Open Molecules 2025 dataset | the ωB97M-V functional and the def2-TZVPD basis
N 0.15972 0.39489 1.91369
C 1.28062 0.10641 1.49262
S 2.32176 -0.65977 0.67123
H -0.25902 1.11344 2.51338
S -1.29462 -0.81797 -2.52262
H -1.91200 -0.35841 -1.42618
H -0.29646 0.22140 -2.64211
```

The value obtained for the lowest unoccupied orbital energy is 0.0127 Ha. Its net charge is 0. The calculation puts the molar mass at 93.2 g mol⁻¹. As for the SMILES: N=C=S.S. Its orbital gap is 10.0 eV.

Atom charges from the Löwdin analysis, given in e for atoms 1 to 5:
1 N 0.0862
2 C -0.9006
3 S 0.7287
4 H 0.0852
5 S 0.3979

Run iii
Here is a 2-piece molecular cluster, CH3NS2 overall from the Open Molecules 2025 dataset. Energies are from the ωB97M-V functional and the def2-TZVPD basis.

```
7
CH3NS2 | the Open Molecules 2025 dataset | the ωB97M-V functional and the def2-TZVPD basis
C 0.95606 -0.20209 0.88261
N -0.76614 0.09436 -1.04184
S 2.04740 -0.44367 2.02846
S 0.79139 0.56103 -0.55578
H -0.57298 -0.45411 1.29907
H -1.14120 -0.41584 -1.89003
H -1.31453 0.86032 -0.72250
```

The value obtained for the lowest unoccupied orbital energy is -0.0073 Ha. Its net charge is 0. The calculation puts the molar mass at 93.2 g mol⁻¹. Its orbital gap is 8.2 eV.

Atom charges from the Löwdin analysis, given in e for atoms 1 to 5:
1 C -1.2444
2 N -0.3643
3 S 0.5703
4 S 0.7939
5 H 0.1618

Run iv
Here is one molecule with the formula CH3NS2 from the Open Molecules 2025 dataset. Energies are from the ωB97M-V functional and the def2-TZVPD basis.

```
7
CH3NS2 | the Open Molecules 2025 dataset | the ωB97M-V functional and the def2-TZVPD basis
N 0.14098 0.22650 1.15442
C 0.17171 -0.16189 -0.16856
S 0.32101 -1.79064 -0.55208
S -0.37716 0.98463 -1.34152
H 0.50256 -0.60274 1.77587
H 0.09139 1.19933 1.26534
H -0.85050 0.14482 -2.13347
```

The value obtained for the lowest unoccupied orbital energy is 0.0096 Ha. Its net charge is 0. The calculation puts the molar mass at 93.2 g mol⁻¹. As for the SMILES: NC(=S)S. Its orbital gap is 8.9 eV.

Atom charges from the Löwdin analysis, given in e for atoms 1 to 5:
1 N -0.0165
2 C -1.2928
3 S 0.5213
4 S 0.7785
5 H 0.1438

The data favor run iv; the next most stable structure lies 0.367 eV above it.

Run i
Here is one molecule with the formula C3H5NO2 from the Open Molecules 2025 dataset. Energies are from the ωB97M-V functional and the def2-TZVPD basis.

```
11
C3H5NO2 | the Open Molecules 2025 dataset | the ωB97M-V functional and the def2-TZVPD basis
H -2.45727 -0.53375 -1.36417
N -2.00162 0.20533 -0.83012
C -0.88194 -0.16113 -0.40833
O -0.17025 -1.33868 -0.54593
C 0.90709 -0.86361 0.31127
C 0.26733 0.50687 0.28217
O 0.17940 1.38236 1.35060
H 1.88121 -0.90240 -0.18051
H 0.92146 -1.37824 1.27465
H 0.78537 1.12205 -0.54032
H 0.56922 1.96119 0.65069
```

The value obtained for the lowest unoccupied orbital energy is 0.0161 Ha. Its net charge is 0. The calculation puts the molar mass at 87.1 g mol⁻¹. As for the SMILES: [H]/N=C1\OC[C@@H]1O. Its orbital gap is 10.8 eV.

Atom charges from the Löwdin analysis, given in e for atoms 1 to 5:
1 H 0.0667
2 N 0.1820
3 C -0.4014
4 O 0.0128
5 C -0.0718

Run ii
Here is one molecule with the formula C3H5NO2 from the Open Molecules 2025 dataset. Energies are from the ωB97M-V functional and the def2-TZVPD basis.

```
11
C3H5NO2 | the Open Molecules 2025 dataset | the ωB97M-V functional and the def2-TZVPD basis
N 2.53237 -0.04753 0.42724
C 1.65524 -0.71053 0.04840
O 0.66280 -1.40316 -0.39121
C -0.64790 -0.81716 -0.09674
C -0.66226 0.69249 -0.28677
O -0.27917 1.39051 0.87128
H -0.90454 -1.06266 0.93738
H -1.31996 -1.33576 -0.78041
H -0.03300 0.94948 -1.15163
H -1.68791 0.99365 -0.52092
H 0.68433 1.35066 0.94338
```

The value obtained for the lowest unoccupied orbital energy is 0.0257 Ha. Its net charge is 0. The calculation puts the molar mass at 87.1 g mol⁻¹. As for the SMILES: N#COCCO. Its orbital gap is 11.6 eV.

Atom charges from the Löwdin analysis, given in e for atoms 1 to 5:
1 N 0.1711
2 C -0.3639
3 O 0.0098
4 C -0.1036
5 C -0.2511

Run iii
Here is one molecule with the formula C3H5NO2 from the Open Molecules 2025 dataset. Energies are from the ωB97M-V functional and the def2-TZVPD basis.

```
11
C3H5NO2 | the Open Molecules 2025 dataset | the ωB97M-V functional and the def2-TZVPD basis
O -0.65505 1.81881 1.38907
C -0.22066 1.02116 0.59806
N 0.69746 1.11380 -0.41797
C 0.65717 -0.29582 -0.79857
C -0.35179 -0.50887 0.35880
O -1.58357 -1.04342 -0.02325
H 1.37670 1.83372 -0.61793
H 1.61349 -0.82282 -0.70849
H 0.21184 -0.47975 -1.78212
H 0.08614 -1.02404 1.22316
H -1.90698 -1.61795 0.67809
```

The value obtained for the lowest unoccupied orbital energy is 0.0259 Ha. Its net charge is 0. The calculation puts the molar mass at 87.1 g mol⁻¹. As for the SMILES: O=C1NC[C@@H]1O. Its orbital gap is 10.3 eV.

Atom charges from the Löwdin analysis, given in e for atoms 1 to 5:
1 O 0.0837
2 C -0.4388
3 N 0.0898
4 C -0.1018
5 C -0.2704

The data favor run iii; the next most stable structure lies 0.775 eV above it.